# 1
Molecular formula: C41H57BGe2N9O2S3V
Method: DFT, wB97M-V/def2-TZVPD

Properties
total charge: +1
max |F|: 1.5 eV/Å
E_HOMO (spin up / spin down): -8.7899 / -9.7243 eV
expectation value of S²: 0.777
2S+1: 2
LUMO energy (spin up / spin down): -0.083 / -0.094 Eh
Kohn-Sham gap (spin up / spin down): 6.525 / 7.166 eV

Cartesian coordinates (Å):
V1 0.0597 1.1121 -0.1199
C1 -5.1376 -2.0883 -0.0749
C2 -4.3813 -1.0951 0.7185
N1 -4.8876 -0.1652 1.4837
N2 -3.8177 0.4703 2.0003
C3 -2.6589 -0.0478 1.5937
S1 -1.0674 0.5507 1.9779
N3 -3.0101 -1.0399 0.7633
N4 -2.1180 -1.9186 0.1520
H1 -6.1972 -1.9586 0.1251
H2 -4.8467 -3.1035 0.1994
H3 -4.9595 -1.9430 -1.1422
H4 -3.9384 1.2712 2.6003
H5 -2.6082 -2.3949 -0.5985
H6 -1.3657 -1.3582 -0.2650
C4 1.8172 1.6982 -3.9935
N5 2.7868 2.2390 -3.0622
C5 4.1448 2.2909 -3.2525
C6 4.6696 2.8090 -2.1195
N6 3.6424 3.0664 -1.2416
B1 4.0113 3.4679 0.2401
N7 2.7932 4.0762 0.9903
C7 2.6235 5.4167 1.2441
C8 1.5672 5.5583 2.0741
N8 1.0903 4.2872 2.3220
C9 -0.0040 3.9894 3.2251
C10 1.8521 3.4006 1.6511
S2 1.6554 1.6740 1.6408
C11 2.4979 2.7155 -1.8337
S3 0.8419 2.9115 -1.3201
H7 2.3475 1.3579 -4.8781
H8 1.0882 2.4584 -4.2670
H9 1.2884 0.8587 -3.5398
H10 4.6107 1.9599 -4.1618
H11 5.6900 3.0091 -1.8517
H12 4.8698 4.3091 0.1759
H13 4.3666 2.4772 0.8220
H14 3.2845 6.1498 0.8220
H15 1.1105 6.4303 2.5030
H16 -0.8468 4.6413 3.0001
H17 0.3067 4.1443 4.2583
H18 -0.2994 2.9524 3.0924
C12 4.3953 -1.4554 -0.5227
C13 3.3687 -0.3672 -0.8368
Ge1 1.4716 -0.8393 -0.4725
C14 1.1741 -2.2379 -1.8558
C15 -0.0230 -3.1640 -1.6682
C16 1.6810 -2.0571 1.1010
C17 1.3349 -2.1928 2.3847
Ge2 -0.0725 -1.1841 3.3356
C18 -1.7413 -2.1941 3.6957
C19 -1.7908 -3.0708 4.9500
C20 0.3348 0.0536 4.8154
C21 1.0928 -0.4697 6.0352
C22 1.9650 -3.2385 3.2623
C23 1.5642 -3.4075 4.5825
C24 2.1404 -4.3500 5.4220
C25 3.1569 -5.1596 4.9497
C26 3.5838 -5.0058 3.6368
C27 3.0025 -4.0627 2.8096
H19 5.3959 -1.1414 -0.8270
H20 4.1806 -2.3922 -1.0410
H21 4.4359 -1.6641 0.5472
H22 3.4227 -0.1024 -1.8977
H23 3.6092 0.5321 -0.2697
H24 2.0964 -2.8246 -1.8540
H25 1.1192 -1.7512 -2.8332
H26 -0.0610 -3.5783 -0.6570
H27 0.0048 -4.0070 -2.3630
H28 -0.9521 -2.6219 -1.8624
H29 2.3931 -2.8162 0.7757
H30 -1.9495 -2.7927 2.8086
H31 -2.5233 -1.4341 3.7804
H32 -1.1311 -3.9305 4.8720
H33 -2.8028 -3.4500 5.0963
H34 -1.5227 -2.5140 5.8492
H35 -0.6410 0.4522 5.1074
H36 0.8979 0.8674 4.3543
H37 0.5419 -1.2423 6.5708
H38 1.2648 0.3483 6.7354
H39 2.0645 -0.8772 5.7609
H40 0.7821 -2.7867 4.9962
H41 1.7940 -4.4430 6.4427
H42 3.6166 -5.8954 5.5945
H43 4.3850 -5.6237 3.2541
H44 3.3782 -3.9687 1.8014
C28 -2.5678 2.6991 -5.0441
O1 -2.3275 1.5145 -4.3052
C29 -1.6222 0.5139 -4.8963
C30 -0.8082 0.7107 -6.0054
C31 -0.0840 -0.3354 -6.5598
C32 -0.1762 -1.5984 -6.0022
C33 -1.0014 -1.8011 -4.9090
C34 -1.7391 -0.7675 -4.3406
N9 -2.6290 -1.1088 -3.2945
C35 -3.6574 -0.3388 -2.7724
C36 -3.5791 0.8885 -2.0532
C37 -4.7501 1.6809 -2.0542
C38 -4.8442 2.8842 -1.3913
C39 -3.7504 3.3533 -0.6697
C40 -2.6002 2.5838 -0.6180
C41 -2.4874 1.3650 -1.2855
O2 -1.3730 0.6111 -1.0786
H45 -3.3469 3.2337 -4.5063
H46 -2.9076 2.4698 -6.0564
H47 -1.6749 3.3280 -5.0933
H48 -0.7437 1.6952 -6.4448
H49 0.5390 -0.1591 -7.4257
H50 0.3726 -2.4300 -6.4210
H51 -1.1046 -2.7962 -4.4945
H52 -2.8880 -2.0820 -3.3817
H53 -4.6571 -0.7163 -2.9689
H54 -5.5925 1.3209 -2.6324
H55 -5.7581 3.4604 -1.4351
H56 -3.7958 4.3002 -0.1493
H57 -1.7544 2.9402 -0.0310

Atomic forces in eV per Å
0.7 1.3 -0.2
0.0 0.0 0.0
0.0 0.1 0.1
0.0 -0.1 -0.1
0.1 -0.2 -0.1
-0.1 -0.2 -0.2
-0.3 -0.4 0.4
0.0 0.1 0.0
0.1 0.0 0.3
0.0 0.0 0.0
0.0 0.0 0.0
0.0 0.0 0.1
0.0 0.0 0.0
0.0 0.1 0.0
-0.3 -0.1 0.0
-0.1 -0.1 -0.1
-0.1 0.0 0.0
0.1 0.0 0.1
0.0 -0.1 0.0
-0.1 0.0 0.0
0.0 0.0 0.0
0.1 0.0 0.1
-0.1 0.0 0.0
0.0 0.0 -0.1
0.0 0.0 0.0
0.0 0.0 0.0
-0.1 -0.1 -0.1
0.1 -0.1 0.3
0.0 0.1 0.1
0.2 0.1 -0.4
0.0 0.0 0.0
0.0 0.0 0.0
0.0 0.0 0.0
0.0 0.0 0.0
0.0 0.0 0.0
0.0 0.0 0.0
0.0 0.0 0.0
0.0 0.0 0.0
0.0 0.0 0.0
0.0 0.0 0.0
0.0 0.0 0.0
0.0 0.0 0.0
0.0 0.1 0.0
0.0 0.0 0.1
0.4 -0.7 0.2
-0.1 0.0 -0.1
0.1 0.0 -0.1
0.0 0.1 -0.1
-0.1 0.1 0.1
-0.2 -0.2 0.1
0.1 0.1 0.0
0.0 0.0 0.0
0.1 0.0 -0.1
0.0 0.1 0.0
0.1 0.0 -0.1
0.0 0.0 0.0
0.0 0.0 0.0
0.0 0.0 0.0
0.0 0.0 0.0
0.0 0.0 0.0
0.0 0.0 0.0
0.0 0.0 0.0
0.0 0.0 0.0
0.0 0.0 0.0
0.0 0.0 0.0
0.0 0.0 0.0
0.0 0.0 0.0
0.0 0.0 0.0
0.0 0.0 0.0
0.1 -0.1 -0.1
0.0 0.0 0.0
0.0 0.0 -0.1
0.0 0.0 0.0
0.1 0.0 0.0
0.0 0.0 0.0
0.0 0.0 0.0
0.0 0.0 0.0
0.0 0.0 0.0
0.0 0.0 0.0
0.0 0.0 0.0
0.0 0.0 0.0
-0.1 0.0 0.1
0.0 0.0 0.0
0.0 0.0 0.0
0.0 0.0 0.0
0.0 0.0 0.0
0.1 0.1 0.0
0.0 -0.1 -0.2
0.1 0.1 0.1
0.1 0.0 0.0
0.0 0.0 0.0
0.0 0.0 0.0
0.0 0.0 0.0
0.1 0.0 -0.1
0.1 0.0 0.1
0.0 -0.1 0.1
-0.1 -0.1 0.2
0.0 0.0 0.0
0.0 0.0 0.1
-0.1 0.0 0.0
0.1 0.0 0.0
-0.1 -0.2 0.2
-0.9 0.0 -0.5
0.0 0.0 0.0
0.0 0.0 0.0
0.0 0.0 0.0
0.0 0.0 0.0
0.0 0.0 0.0
0.0 0.0 0.0
0.0 -0.1 0.1
0.0 0.1 -0.1
0.0 0.0 0.0
0.0 0.0 0.0
0.0 0.0 0.0
0.0 0.0 0.0
0.0 0.0 0.0

# 2
Molecular formula: C41H57BI2N10O3S6SbSr
Method: DFT, wB97M-V/def2-TZVPD

Properties
total charge: -2
max |F|: 3.5 eV/Å
E_HOMO (spin up / spin down): -0.7589 / -1.6939 eV
expectation value of S²: 0.762
2S+1: 2
LUMO energy (spin up / spin down): 0.127 / 0.127 Eh
Kohn-Sham gap (spin up / spin down): 4.218 / 5.153 eV

Cartesian coordinates (Å):
Sr1 -0.0909 -0.2916 -1.0079
C1 4.7061 -3.2193 5.2204
C2 4.5408 -1.9596 4.3733
C3 5.4034 -0.8565 4.9995
C4 4.9831 -2.2850 2.9433
N1 3.1036 -1.5737 4.3761
C5 2.1112 -2.3369 4.9917
C6 0.9285 -1.7867 4.6902
N2 1.1469 -0.6783 3.9011
B1 0.0319 0.1246 3.1700
N3 -0.1563 1.5195 3.8614
C7 0.6734 2.0061 4.8564
C8 0.4709 3.3235 4.9841
N4 -0.4700 3.7055 4.0254
C9 -0.8844 2.5728 3.3479
S1 -2.0966 2.4496 2.1862
C10 -0.9272 5.1155 3.8522
C11 -0.9443 5.5643 2.3857
C12 0.0503 6.0289 4.5928
C13 -2.3252 5.2457 4.4666
N5 -1.2800 -0.7010 3.2836
C14 -2.3822 -0.3451 4.0335
C15 -3.4005 -1.1502 3.7050
N6 -2.9485 -2.0119 2.7093
C16 -1.6165 -1.7542 2.4807
S2 -0.5595 -2.6552 1.4885
C17 -3.8001 -3.0744 2.0954
C18 -5.2445 -2.8499 2.5354
C19 -3.3223 -4.4401 2.6061
C20 -3.7648 -3.0025 0.5656
C21 2.4894 -0.5362 3.6856
S3 3.1919 0.7106 2.7908
H1 5.7539 -3.5192 5.1860
H2 4.1051 -4.0435 4.8294
H3 4.4351 -3.0382 6.2642
H4 6.4427 -1.1950 5.0564
H5 5.0479 -0.6293 6.0091
H6 5.3503 0.0472 4.4006
H7 6.0458 -2.5441 2.9271
H8 4.8093 -1.4365 2.2853
H9 4.3992 -3.1316 2.5749
H10 2.3254 -3.2054 5.5864
H11 -0.0630 -2.1011 4.9680
H12 0.3320 0.2608 2.0094
H13 1.3542 1.3747 5.3975
H14 0.9282 4.0113 5.6716
H15 0.0090 5.3516 1.9017
H16 -1.1240 6.6430 2.3482
H17 -1.7182 5.0606 1.8217
H18 1.0750 5.8516 4.2584
H19 -0.0014 5.8889 5.6755
H20 -0.2067 7.0647 4.3723
H21 -3.0198 4.6107 3.9138
H22 -2.6687 6.2833 4.4114
H23 -2.3125 4.9286 5.5137
H24 -2.3551 0.4585 4.7439
H25 -4.4118 -1.1386 4.0649
H26 -5.3688 -2.9836 3.6130
H27 -5.8800 -3.5790 2.0307
H28 -5.5836 -1.8504 2.2534
H29 -3.3576 -4.4665 3.6995
H30 -2.2962 -4.6083 2.2819
H31 -3.9633 -5.2343 2.2117
H32 -4.0616 -2.0092 0.2177
H33 -4.4583 -3.7455 0.1587
H34 -2.7698 -3.2011 0.1852
S4 -3.1695 1.7807 -5.0416
Sb1 -1.7428 1.5271 -3.2205
S5 -2.7823 0.0580 -1.6188
S6 -1.1685 3.5354 -2.2460
I1 1.9973 0.3287 -5.8961
C22 2.4199 1.4396 -4.1615
C23 3.3653 2.4664 -4.2258
C24 3.6482 3.1833 -3.0982
I2 5.0970 4.7146 -3.2669
C25 2.9974 2.9188 -1.8711
C26 3.2613 3.5914 -0.6589
C27 2.5187 3.3153 0.4506
C28 1.5067 2.3487 0.3682
N7 1.3051 1.6288 -0.7062
C29 2.0128 1.8938 -1.8340
C30 1.7248 1.0900 -3.0019
O1 0.8542 0.1337 -2.9695
H35 3.8678 2.6807 -5.1585
H36 4.0576 4.3228 -0.6254
H37 2.7086 3.8195 1.3884
H38 0.8582 2.1581 1.2128
O2 2.1979 -1.7639 -0.8231
C31 2.6028 -2.5963 -1.6472
C32 3.4851 -3.7519 -1.2050
C33 2.6688 -5.0525 -1.0667
C34 1.6659 -5.2420 -2.2035
C35 2.2716 -5.0475 -3.5944
C36 2.7321 -3.5907 -3.9104
N8 2.3190 -2.5727 -2.9622
H39 3.9232 -3.4826 -0.2483
H40 4.2936 -3.8917 -1.9276
H41 2.1132 -5.0196 -0.1256
H42 3.3582 -5.9020 -1.0222
H43 0.8510 -4.5389 -2.0734
H44 1.2353 -6.2463 -2.1424
H45 1.5233 -5.3525 -4.3316
H46 3.1279 -5.7195 -3.7146
H47 2.3405 -3.2756 -4.8735
H48 3.8213 -3.5722 -4.0021
H49 1.6575 -1.8512 -3.2572
N9 -0.8877 -2.5229 -2.6872
C37 -1.5969 -2.4376 -3.6006
N10 -2.3918 -2.3460 -4.6504
C38 -2.1311 -3.1618 -5.8269
C39 -3.1573 -4.2808 -5.8874
O3 -4.4720 -3.7620 -5.9010
C40 -4.7431 -2.9725 -4.7359
C41 -3.7615 -1.8285 -4.5577
H50 -1.1200 -3.5651 -5.7812
H51 -2.2228 -2.5323 -6.7153
H52 -3.0195 -4.9381 -5.0175
H53 -3.0429 -4.8657 -6.8011
H54 -4.7277 -3.6229 -3.8489
H55 -5.7486 -2.5785 -4.8648
H56 -3.8964 -1.3553 -3.5860
H57 -3.8978 -1.0619 -5.3167

Atomic forces in eV per Å
-1.1 -2.4 2.3
0.0 -0.1 0.0
0.0 0.1 0.0
-0.2 0.0 -0.1
-0.1 0.1 0.0
-0.1 0.1 -0.2
0.2 -0.1 0.1
-0.2 0.2 0.0
0.4 0.0 -0.1
-0.1 0.0 -0.1
0.2 0.3 -0.2
-0.2 -0.2 0.0
0.0 0.2 0.0
0.2 -0.1 -0.1
-0.1 0.0 0.2
0.3 0.0 0.0
-0.2 -0.1 0.1
0.0 -0.2 0.1
0.0 0.0 0.1
0.0 -0.1 -0.1
-0.3 -0.2 -0.3
0.3 0.0 0.1
-0.1 -0.1 -0.1
0.0 0.0 0.0
-0.4 0.0 0.2
0.1 0.4 0.0
0.1 -0.1 0.0
-0.1 0.1 0.1
0.0 0.1 -0.1
0.0 0.1 0.1
-0.1 -0.3 0.3
0.2 -0.2 0.1
0.0 0.0 0.0
0.1 0.0 0.0
0.0 0.0 -0.1
-0.1 0.0 0.0
0.0 0.0 -0.1
0.0 0.1 0.0
-0.1 0.0 0.0
0.0 0.1 0.0
0.0 0.0 -0.1
-0.1 0.1 -0.1
0.0 0.0 -0.1
-0.1 0.0 0.1
0.0 0.0 -0.1
0.0 -0.1 -0.1
0.1 0.0 0.0
0.0 -0.1 0.0
-0.1 -0.1 -0.1
0.0 0.1 0.0
0.0 0.1 0.0
0.0 0.0 0.0
0.0 0.0 0.0
0.0 -0.1 0.0
0.0 0.0 0.0
0.0 0.1 -0.1
0.1 0.0 -0.1
0.0 0.0 0.0
0.1 0.0 0.0
0.0 -0.1 0.0
0.0 0.0 0.0
0.0 -0.1 0.0
0.0 0.1 0.0
0.0 -0.1 0.0
0.0 0.0 0.1
0.1 0.0 -0.1
0.1 -0.2 0.0
-1.2 0.7 -0.6
-0.5 0.3 -0.1
0.1 -0.1 0.1
0.1 0.1 0.2
-0.1 -0.3 -0.1
0.0 0.0 0.1
0.3 0.2 -0.1
-0.1 -0.2 0.0
-0.2 -0.3 0.0
-0.1 0.0 0.1
0.1 0.2 -0.1
0.0 -0.1 0.0
0.7 1.1 0.0
0.5 0.4 0.0
0.0 -0.2 -0.5
1.4 0.5 -1.1
0.0 0.0 0.0
0.0 0.1 0.0
-0.1 0.0 0.0
0.1 -0.1 0.0
-0.1 -0.5 -0.8
0.2 0.2 0.6
-0.1 -0.1 0.0
-0.1 0.2 0.0
0.3 -0.1 -0.1
-0.1 0.2 0.0
0.1 -0.1 0.2
-0.5 0.3 0.1
0.0 0.1 0.0
0.0 0.0 0.0
0.1 0.0 0.0
0.0 0.0 0.0
-0.3 0.1 0.0
0.0 0.1 0.0
0.1 0.0 0.0
0.0 0.0 0.0
0.0 0.0 -0.1
0.0 0.0 0.0
0.2 0.0 0.0
0.1 -0.1 -0.2
0.0 0.0 0.1
0.1 0.0 0.1
0.0 0.0 0.0
0.0 0.1 0.0
0.0 0.1 0.0
0.1 -0.1 0.0
-0.2 -0.2 0.1
0.0 0.0 0.0
0.0 0.1 0.0
0.0 -0.1 0.0
0.0 0.0 0.0
0.0 0.0 0.0
-0.1 0.0 0.0
0.1 0.1 0.0
0.1 0.1 -0.1